[1]
{
  "formula": "C61H64CsN5O5P4S2",
  "method": "ωB97M-V/def2-TZVPD",
  "species": ["Cs", "O", "S", "C", "C", "C", "C", "C", "C", "C", "C", "C", "C", "P", "C", "C", "C", "C", "C", "C", "C", "C", "C", "C", "C", "C", "C", "C", "C", "C", "C", "C", "C", "C", "C", "C", "C", "C", "P", "C", "C", "C", "C", "C", "C", "C", "C", "C", "C", "C", "C", "C", "C", "H", "H", "H", "H", "H", "H", "H", "H", "H", "H", "H", "H", "H", "H", "H", "H", "H", "H", "H", "H", "H", "H", "H", "H", "H", "H", "H", "H", "H", "H", "H", "H", "H", "H", "H", "H", "O", "N", "C", "C", "C", "C", "C", "S", "H", "H", "H", "H", "C", "N", "C", "P", "O", "O", "P", "O", "N", "C", "C", "N", "C", "C", "N", "C", "C", "H", "H", "H", "H", "H", "H", "H", "H", "H", "H", "H", "H", "H", "H", "H", "H", "H", "H", "H", "H", "H", "H", "H", "H"],
  "positions_angstrom": [[0.57898, 0.72048, 1.61113], [1.82204, 0.68835, -3.43204], [0.34035, 0.89380, -3.31195], [-0.03270, 2.25308, -4.45386], [0.46997, 2.05683, -5.72008], [0.24306, 2.95064, -6.78126], [-0.52801, 4.04487, -6.53689], [-0.94968, 5.17857, -7.44298], [-1.84189, 6.08775, -6.55545], [-1.74732, 5.47927, -5.17585], [-2.21391, 5.90448, -3.97697], [-1.92164, 5.12089, -2.83723], [-1.24608, 3.93009, -2.86185], [-0.81971, 3.11935, -1.25285], [-2.42561, 2.35012, -0.79883], [-3.63032, 3.01214, -0.56283], [-4.77467, 2.30983, -0.23009], [-4.75133, 0.92547, -0.16371], [-3.57886, 0.24818, -0.43832], [-2.42532, 0.96042, -0.74802], [-0.55635, 4.59756, -0.20143], [0.73079, 5.12467, -0.31576], [1.10282, 6.26367, 0.38093], [0.19030, 6.88542, 1.22147], [-1.08425, 6.35851, 1.35857], [-1.45681, 5.22791, 0.64955], [-0.77147, 3.43795, -4.12633], [-1.01628, 4.27121, -5.23524], [-0.41852, -0.45260, -4.28412], [-1.56978, -0.22385, -5.00063], [-2.04918, -1.12987, -5.97504], [-1.28624, -2.21868, -6.27285], [-1.41717, -3.28369, -7.34092], [-0.19059, -4.21843, -7.13146], [0.55154, -3.62386, -5.95402], [1.68808, -3.99467, -5.30908], [2.05282, -3.29770, -4.12618], [1.36677, -2.21357, -3.64200], [1.47078, -1.66547, -1.88286], [3.06498, -2.40057, -1.34282], [4.11277, -1.52355, -1.08379], [5.34335, -1.99836, -0.65137], [5.53701, -3.36076, -0.47465], [4.49503, -4.24512, -0.72434], [3.26687, -3.76548, -1.14906], [0.27840, -2.87588, -1.17053], [-0.17992, -2.58641, 0.11249], [-1.12497, -3.38735, 0.73591], [-1.62577, -4.50388, 0.08095], [-1.17872, -4.80203, -1.19845], [-0.23974, -3.99168, -1.82048], [0.29139, -1.68573, -4.43456], [-0.13376, -2.47557, -5.50795], [1.05787, 1.17142, -5.90197], [0.66427, 2.74965, -7.75666], [-1.48002, 4.81408, -8.32279], [-0.07135, 5.71707, -7.80307], [-2.87669, 6.08474, -6.90200], [-1.50727, 7.12530, -6.56241], [-2.76280, 6.83055, -3.87098], [-2.22157, 5.51463, -1.87185], [-3.68647, 4.08784, -0.64274], [-5.69290, 2.84495, -0.02580], [-5.64867, 0.38197, 0.10221], [-3.54371, -0.83138, -0.39742], [-1.51161, 0.41872, -0.95572], [1.44915, 4.62844, -0.96050], [2.10514, 6.65643, 0.27754], [0.47608, 7.76575, 1.77786], [-1.79104, 6.81751, 2.03588], [-2.43998, 4.81374, 0.81236], [-2.09548, 0.70797, -4.86717], [-2.96002, -0.90228, -6.51114], [-1.41043, -2.83387, -8.33508], [-2.35809, -3.82725, -7.24635], [0.43993, -4.26160, -8.01934], [-0.50193, -5.24127, -6.91480], [2.27653, -4.84238, -5.63283], [2.88158, -3.68750, -3.54517], [3.95578, -0.46144, -1.22231], [6.14746, -1.30544, -0.45249], [6.49558, -3.73411, -0.14255], [4.63821, -5.30701, -0.58094], [2.44844, -4.45724, -1.31449], [0.17998, -1.71759, 0.65632], [-1.48143, -3.11153, 1.71863], [-2.37153, -5.12811, 0.55454], [-1.57155, -5.66295, -1.72135], [0.08107, -4.22799, -2.82719], [-1.77646, 0.06343, 2.38138], [-2.86958, 0.58016, 2.89990], [-3.92189, -0.23791, 3.10768], [-5.09379, 0.19046, 3.65545], [-5.20069, 1.54232, 4.00449], [-4.13945, 2.36977, 3.78130], [-2.91933, 1.92364, 3.21407], [-1.58404, 2.93439, 2.93272], [-3.73982, -1.25342, 2.78996], [-5.90308, -0.50857, 3.79897], [-6.11062, 1.92853, 4.44068], [-4.18758, 3.41848, 4.03344], [1.02993, -4.32056, 3.89444], [2.09935, -3.54053, 3.29801], [2.75460, -4.18008, 2.17256], [2.36833, -1.93024, 3.46212], [2.38719, -1.14767, 2.20927], [1.16870, -1.57654, 4.47655], [0.91159, -0.11518, 5.15346], [1.31345, 0.98589, 4.26542], [1.77716, -0.08046, 6.54437], [2.92208, 0.78868, 6.71657], [1.41207, -0.88223, 7.69024], [-0.66694, -0.26060, 5.51290], [-1.27467, 0.90074, 6.14449], [-1.49537, -1.44151, 5.43086], [3.74474, -1.67505, 4.32276], [4.88244, -0.98795, 3.74115], [4.02436, -2.49621, 5.48027], [1.41806, -5.29281, 4.21199], [0.21949, -4.49466, 3.17804], [0.62535, -3.81762, 4.76378], [3.24372, -5.10349, 2.49262], [3.50084, -3.52147, 1.73649], [2.02400, -4.41416, 1.39209], [3.10213, 1.34223, 5.80197], [3.81283, 0.20315, 6.96381], [2.74194, 1.49808, 7.52876], [0.60756, -1.56829, 7.43631], [1.07940, -0.25782, 8.52521], [2.26779, -1.47422, 8.02839], [-0.70134, 1.79650, 5.92091], [-1.35230, 0.77266, 7.22942], [-2.27166, 1.05117, 5.73077], [-1.07704, -2.15885, 4.73489], [-2.48035, -1.14920, 5.06054], [-1.62487, -1.91885, 6.41017], [4.55987, -0.41427, 2.87956], [5.65157, -1.70142, 3.42681], [5.31978, -0.30788, 4.47492], [3.10582, -2.91579, 5.88355], [4.49064, -1.88919, 6.26030], [4.70012, -3.32217, 5.23094]],
  "mulliken_charge": [2.201, -0.868, 0.909, -0.572, -0.113, -1.390, 0.697, -0.851, -0.737, -0.116, -1.175, -0.040, 0.299, 0.353, 0.678, -0.157, -1.059, -0.665, -1.065, 0.294, 0.792, -1.154, -0.586, -0.651, -0.688, 0.000, -0.803, 0.970, 0.528, -0.172, -1.212, 0.355, -0.843, -0.746, 0.138, -1.338, 0.160, 0.252, 0.611, 0.318, -0.319, -0.706, -0.580, -1.012, -0.285, 0.230, 0.892, -0.745, -1.306, -0.756, 0.184, -1.178, 1.162, 0.594, 0.428, 0.332, 0.282, 0.264, 0.317, 0.477, 0.304, 0.348, 0.417, 0.348, 0.547, 0.662, 0.405, 0.410, 0.386, 0.439, 0.269, 0.601, 0.443, 0.273, 0.325, 0.300, 0.258, 0.415, 0.468, 0.441, 0.450, 0.395, 0.427, 0.582, -1.169, 0.965, 0.418, 0.410, 0.331, -0.710, 0.713, -0.461, -0.954, -0.474, -1.072, -0.009, -0.182, 0.401, 0.458, 0.442, 0.444, -0.682, 0.681, -1.031, 0.527, -0.852, 0.138, -0.860, -1.159, 0.787, -1.071, -1.113, 1.034, -1.230, -0.517, 0.835, -0.936, -1.128, 0.373, 0.146, 0.134, 0.381, 0.183, 0.353, 0.228, 0.244, 0.349, 0.215, 0.309, 0.379, 0.349, 0.273, 0.305, -0.050, 0.184, 0.273, 0.153, 0.288, 0.296, 0.216, 0.403, 0.296],
  "total_energy_ha": -5194.962059,
  "largest_force_ev_per_a": 1.9,
  "e_lumo_ev": 0.22,
  "gap_ev": 6.48,
  "homo_ev": -6.268
}

***

[2]
{
  "formula": "C5H4N2O",
  "method": "ωB97M-V/def2-TZVPD",
  "species": ["C", "C", "C", "C", "C", "N", "N", "O", "H", "H", "H", "H"],
  "positions_angstrom": [[2.20116, -0.41970, -1.16550], [1.40921, -0.10877, -0.31901], [-0.65358, -0.67397, 0.90355], [-1.78566, -0.69425, 0.19656], [0.19828, 0.41831, 0.26847], [-1.77570, 0.28537, -0.85473], [-0.70061, 0.91294, -0.83197], [0.42627, 1.64066, 1.20624], [2.82970, -0.93943, -1.83652], [-0.28802, -1.26616, 1.67772], [-2.55091, -1.34004, 0.29103], [0.68985, 2.18503, 0.46417]],
  "mulliken_charge": [0.170, -0.977, -0.350, -0.641, 1.062, -0.262, -0.293, -0.467, 0.443, 0.423, 0.557, 0.336],
  "total_energy_ha": -377.510520,
  "largest_force_ev_per_a": 3.9,
  "e_lumo_ev": -0.62,
  "gap_ev": 9.35,
  "smiles": "C#C[C@]1(O)C=CN=N1",
  "homo_ev": -9.966
}

***

[3]
{
  "formula": "C41H46F11NO38S",
  "method": "ωB97M-V/def2-TZVPD",
  "species": ["C", "C", "O", "C", "C", "C", "C", "C", "N", "C", "O", "S", "O", "O", "O", "H", "H", "H", "H", "H", "H", "H", "H", "H", "H", "H", "H", "H", "C", "C", "O", "C", "O", "O", "F", "H", "H", "H", "C", "C", "O", "C", "O", "O", "F", "H", "H", "H", "C", "C", "O", "C", "O", "O", "F", "H", "H", "H", "C", "C", "O", "C", "O", "O", "F", "H", "H", "H", "C", "C", "O", "C", "O", "O", "F", "H", "H", "H", "C", "C", "O", "C", "O", "O", "F", "H", "H", "H", "C", "C", "O", "C", "O", "O", "F", "H", "H", "H", "C", "C", "O", "C", "O", "O", "F", "H", "H", "H", "C", "C", "O", "C", "O", "O", "F", "H", "H", "H", "C", "C", "O", "C", "O", "O", "F", "H", "H", "H", "C", "C", "O", "C", "O", "O", "F", "H", "H", "H"],
  "positions_angstrom": [[1.63657, -5.01207, 1.97328], [0.92045, -3.56712, 1.78170], [2.01049, -2.64947, 1.38914], [1.48455, -1.30172, 1.46286], [2.43159, -0.39169, 2.43863], [3.97263, -0.36174, 1.98654], [5.00713, 0.24633, 3.07057], [4.20855, 1.47907, 3.81195], [3.86372, 2.44090, 2.73305], [3.14567, 3.45517, 3.13715], [2.11789, 4.17258, 3.28887], [2.81222, 0.66489, 4.71263], [1.72713, 1.57729, 5.22520], [3.44302, 0.04201, 5.96221], [2.20993, -0.68535, 3.85826], [1.40895, -5.43485, 3.01399], [2.77753, -4.88732, 1.89997], [1.29617, -5.74660, 1.16163], [0.14786, -3.66767, 0.93457], [0.38008, -3.23474, 2.73669], [0.39585, -1.25375, 1.81814], [1.54911, -0.82518, 0.39969], [2.01647, 0.68860, 2.27733], [4.04648, 0.30398, 1.05220], [4.28426, -1.42048, 1.67440], [5.95952, 0.67965, 2.57566], [5.28437, -0.50249, 3.91428], [4.93998, 1.90497, 4.58613], [4.29673, 1.54426, -3.13474], [5.23028, 0.76855, -2.26314], [4.36910, 0.18111, -1.30809], [3.17696, 0.02141, -1.94675], [2.28877, -0.68400, -1.55273], [3.11717, 0.75437, -3.09479], [6.08981, 1.59165, -1.61835], [4.07985, 2.54091, -2.73942], [4.66751, 1.64525, -4.15616], [5.78790, -0.01418, -2.78583], [2.09876, -1.17383, -5.27504], [1.48290, -1.88809, -6.43499], [1.85228, -1.09095, -7.54043], [3.03737, -0.51468, -7.18991], [3.78605, 0.00977, -7.96465], [3.26984, -0.61423, -5.84898], [0.13033, -1.89230, -6.33968], [1.46422, -0.37076, -4.88872], [2.34793, -1.84916, -4.45443], [1.84781, -2.90799, -6.57942], [2.77108, -6.11037, -8.25178], [4.16268, -6.61792, -8.04423], [4.90244, -5.43986, -7.79007], [4.02096, -4.57634, -7.21517], [4.34140, -3.58410, -6.61770], [2.72883, -4.97915, -7.39270], [4.64205, -7.19296, -9.17180], [2.58969, -5.79156, -9.28244], [2.01590, -6.83970, -7.97542], [4.27047, -7.30623, -7.20374], [-0.84393, 3.87030, 2.54308], [-1.08320, 2.96752, 1.37739], [-2.33822, 3.39757, 0.88675], [-2.41538, 4.72022, 1.20536], [-3.20588, 5.48379, 0.72092], [-1.48343, 5.07210, 2.13288], [-1.19618, 1.67914, 1.77564], [-1.31147, 3.50610, 3.46255], [0.21873, 4.03413, 2.73112], [-0.33228, 3.04632, 0.58540], [2.92250, -9.87423, 1.83058], [2.27242, -9.04535, 0.77123], [2.28584, -7.74402, 1.31895], [3.37766, -7.70729, 2.13619], [3.87050, -6.69703, 2.56278], [3.84792, -8.96059, 2.40388], [0.98264, -9.41987, 0.58497], [2.21733, -10.20805, 2.59768], [3.43466, -10.74690, 1.42181], [2.79964, -9.04026, -0.18619], [-6.36263, 6.10409, 0.87558], [-6.52124, 4.70550, 1.37449], [-7.89789, 4.44966, 1.18852], [-8.26748, 5.21797, 0.12486], [-9.28463, 5.06696, -0.49281], [-7.33662, 6.17279, -0.15574], [-6.24385, 4.62689, 2.69811], [-6.58974, 6.85370, 1.63940], [-5.36295, 6.29470, 0.48413], [-5.93232, 3.96397, 0.82782], [2.86255, 3.99359, 7.26206], [4.24373, 3.47956, 7.51139], [4.99435, 4.65569, 7.72790], [4.11366, 5.55465, 8.25336], [4.43578, 6.56496, 8.81065], [2.82098, 5.15823, 8.07323], [4.73454, 2.85162, 6.41384], [2.69794, 4.27268, 6.21701], [2.09261, 3.27995, 7.55936], [4.32849, 2.82365, 8.38254], [-10.46906, 2.02583, 0.32475], [-10.76475, 1.46356, -1.02761], [-10.90987, 0.08049, -0.77899], [-11.36627, -0.01047, 0.50267], [-11.85873, -0.99692, 0.97331], [-11.20085, 1.16075, 1.18117], [-9.71742, 1.64170, -1.86799], [-9.40648, 1.97548, 0.57992], [-10.80570, 3.05837, 0.42880], [-11.67855, 1.85265, -1.48654], [-1.87673, 9.06345, 2.49568], [-3.10413, 8.60782, 1.77551], [-3.44622, 9.72222, 0.97771], [-2.26682, 10.35327, 0.71541], [-2.11976, 11.17513, -0.14391], [-1.27122, 9.92823, 1.54688], [-4.11816, 8.37385, 2.64411], [-2.10539, 9.62579, 3.40584], [-1.21321, 8.23570, 2.75239], [-2.95220, 7.73241, 1.13833], [-4.27167, 0.49269, -0.89292], [-4.84317, 1.70417, -0.23030], [-5.84326, 1.17225, 0.61334], [-5.41208, -0.07983, 0.93932], [-5.85455, -0.72979, 1.84221], [-4.40840, -0.49795, 0.11429], [-5.43481, 2.52065, -1.13669], [-4.83709, 0.19009, -1.77923], [-3.22512, 0.62582, -1.17313], [-4.12323, 2.27251, 0.36600], [2.29776, -6.17323, -4.15260], [1.93072, -7.37345, -4.96296], [2.61864, -8.42505, -4.31685], [2.70959, -8.04371, -3.01088], [2.98504, -8.78031, -2.10632], [2.44225, -6.71743, -2.85275], [2.40242, -7.26116, -6.23097], [3.24564, -5.72533, -4.46641], [1.52339, -5.40446, -4.17236], [0.85910, -7.59236, -4.98233]],
  "mulliken_charge": [-0.796, -0.175, -0.258, -0.405, 0.636, -0.105, -1.069, 0.063, -0.449, 0.739, -0.595, 1.121, -0.607, -0.699, -0.444, 0.248, 0.259, 0.196, 0.202, 0.269, 0.446, -0.142, -0.048, 0.028, 0.447, 0.377, 0.346, 0.572, -0.489, 0.325, -0.201, 0.647, -0.575, -0.313, -0.297, 0.260, 0.280, 0.264, -0.491, 1.139, -0.348, 0.637, -0.549, -0.264, -0.319, 0.316, 0.293, -0.350, -0.605, 0.428, -0.365, 0.695, -0.488, -0.213, -0.310, 0.423, 0.239, 0.228, 0.014, 0.273, -0.234, 0.431, -0.529, -0.283, -0.312, 0.279, -0.045, 0.345, -0.549, 0.507, -0.199, 0.595, -0.486, -0.345, -0.327, 0.288, 0.289, 0.327, -0.161, 1.033, -0.350, 0.615, -0.524, -0.352, -0.325, 0.210, 0.135, -0.226, -0.137, 0.303, -0.314, 0.550, -0.509, -0.338, -0.269, 0.097, 0.287, 0.227, -0.033, 0.366, -0.308, 0.593, -0.525, -0.340, -0.258, 0.068, 0.206, 0.229, -0.361, 0.695, -0.329, 0.578, -0.515, -0.318, -0.302, 0.283, 0.217, 0.081, -0.411, 0.833, -0.196, 0.505, -0.525, -0.309, -0.293, 0.296, 0.287, -0.141, -0.168, 0.184, -0.278, 0.494, -0.567, -0.287, -0.255, 0.163, 0.257, 0.241],
  "total_energy_ha": -6000.466178,
  "largest_force_ev_per_a": 8.3,
  "e_lumo_ev": -0.97,
  "gap_ev": 9.07,
  "smiles": "CCOC[C@@H]1CC[C@@H](N=C=O)S(=O)(=O)O1.O=C1OC[C@@H](F)O1.O=C1OC[C@@H](F)O1.O=C1OC[C@@H](F)O1.O=C1OC[C@@H](F)O1.O=C1OC[C@@H](F)O1.O=C1OC[C@@H](F)O1.O=C1OC[C@@H](F)O1.O=C1OC[C@@H](F)O1.O=C1OC[C@@H](F)O1.O=C1OC[C@@H](F)O1.O=C1OC[C@@H](F)O1",
  "homo_ev": -10.039
}

***

Copy entry 2 word for word.
{
  "formula": "C5H4N2O",
  "method": "ωB97M-V/def2-TZVPD",
  "species": ["C", "C", "C", "C", "C", "N", "N", "O", "H", "H", "H", "H"],
  "positions_angstrom": [[2.20116, -0.41970, -1.16550], [1.40921, -0.10877, -0.31901], [-0.65358, -0.67397, 0.90355], [-1.78566, -0.69425, 0.19656], [0.19828, 0.41831, 0.26847], [-1.77570, 0.28537, -0.85473], [-0.70061, 0.91294, -0.83197], [0.42627, 1.64066, 1.20624], [2.82970, -0.93943, -1.83652], [-0.28802, -1.26616, 1.67772], [-2.55091, -1.34004, 0.29103], [0.68985, 2.18503, 0.46417]],
  "mulliken_charge": [0.170, -0.977, -0.350, -0.641, 1.062, -0.262, -0.293, -0.467, 0.443, 0.423, 0.557, 0.336],
  "total_energy_ha": -377.510520,
  "largest_force_ev_per_a": 3.9,
  "e_lumo_ev": -0.62,
  "gap_ev": 9.35,
  "smiles": "C#C[C@]1(O)C=CN=N1",
  "homo_ev": -9.966
}